Entry from the OMol25 dataset: C3H8P2 in the gas phase (wB97M-V/def2-TZVPD).

Each line ends with the natural charge from an NBO analysis.
Geometry (Å):
C1 2.7632 -0.6354 0.2800  -0.89
P1 1.2832 -0.0327 -0.3762  0.89
C2 -0.0246 -0.7855 0.6131  -1.05
P2 0.2853 1.5117 -1.8765  0.05
C3 -1.4995 1.6655 -1.1417  -0.90
H1 2.6964 -1.6832 0.4777  0.23
H2 3.6131 -0.1175 0.0576  0.22
H3 -1.0343 -0.3554 0.8590  0.27
H4 0.1795 -1.1032 1.6336  0.26
H5 -0.4180 -1.6697 -0.0339  0.25
H6 -1.3479 1.6599 -0.1123  0.22
H7 -1.9747 0.6844 -1.2363  0.22
H8 -1.9979 2.4825 -1.5161  0.23

Its frontier orbital gap (spin up / spin down) is 0.251 / 0.251 Ha. Its SMILES is C=P(C)=PC. The multiplicity is 1. Its HOMO energy (spin up / spin down) is -7.14 / -7.14 eV.

Entry from the OMol25 dataset: 2 unconnected molecules or ions with the total composition C3H8S (wB97M-V/def2-TZVPD).

Each line ends with the natural charge from an NBO analysis.
Geometry (Å):
C1 -1.1447 -0.7108 0.7383  -0.42
C2 -1.0374 0.1474 -0.2665  -0.16
C3 -0.3337 1.4671 -0.2224  -0.66
H1 -1.8408 -1.5286 0.6742  0.20
H2 -0.9110 -0.3477 1.7390  0.19
H3 -1.5046 -0.0851 -1.2229  0.19
H4 0.5248 1.4976 -0.8819  0.22
H5 0.0071 1.6539 0.7937  0.21
H6 -0.9998 2.3075 -0.4334  0.22
S1 2.2539 -1.6058 -0.8978  -0.28
H7 3.0870 -2.1383 0.0066  0.14
H8 1.8992 -0.6572 -0.0268  0.14

Its frontier orbital gap is 0.382 Ha. Its SMILES is C=CC.S. The multiplicity is 1. Its HOMO energy is -9.43 eV.

| no. | molecular weight (u) | E_tot (Ha) |
| --- | --- | --- |
| 1 | 106.04 | -801.6557 |
| 2 | 76.16 | -517.2438 |